1.
{
  "formula": "C3H9NS2",
  "method": "ωB97M-V/def2-TZVPD",
  "elements": ["S", "S", "C", "C", "N", "C", "H", "H", "H", "H", "H", "H", "H", "H", "H"],
  "coordinates": [[-0.9230, -0.1940, 3.4068], [0.8114, -1.0473, -1.8934], [0.4437, -1.4922, -0.1415], [0.1476, -0.2535, 0.6311], [-0.8316, 0.6369, 0.0170], [-0.2831, 1.8565, -0.5994], [0.9473, -2.3071, -2.3023], [1.3536, -1.9807, 0.1957], [-0.3615, -2.2232, -0.2306], [-0.3818, -0.4779, 1.6176], [1.0102, 0.2602, 1.0514], [-1.5216, 0.9118, 0.7000], [0.4127, 2.3519, 0.0973], [0.2726, 1.5493, -1.4906], [-1.0966, 2.4094, -1.0592]],
  "lumo_energy_ev": -3.1,
  "total_charge": 0,
  "fmax_ev_per_a": 2.0,
  "spin_multiplicity": 1,
  "e_tot_ha": -970.66807
}

---

2.
{
  "formula": "C3H9NS2",
  "method": "ωB97M-V/def2-TZVPD",
  "elements": ["C", "N", "C", "H", "H", "H", "H", "H", "C", "S", "S", "H", "H", "H", "H"],
  "coordinates": [[-1.4462, -1.7601, -0.1069], [-0.9245, -0.6397, 0.1884], [-1.9963, 0.4035, 0.3125], [-0.7123, -2.5558, -0.1990], [-2.4881, -1.9061, -0.5897], [-2.2832, 0.6873, -0.6955], [-1.5962, 1.2894, 0.6940], [-2.8880, 0.1387, 0.8289], [1.9795, 1.0928, 0.7437], [3.3494, 0.3741, -0.3713], [2.2479, -1.0511, -1.4287], [1.6447, 0.5836, 1.5565], [1.1625, 1.5928, 0.1499], [2.4941, 2.0474, 1.1982], [1.4568, -0.2966, -2.2811]],
  "lumo_energy_ev": 0.6,
  "smiles": "C=NC.CSS",
  "total_charge": 0,
  "fmax_ev_per_a": 5.8,
  "spin_multiplicity": 1,
  "e_tot_ha": -970.75396
}

---

3.
{
  "formula": "C3H9NS2",
  "method": "ωB97M-V/def2-TZVPD",
  "elements": ["C", "C", "N", "H", "H", "H", "H", "H", "C", "S", "S", "H", "H", "H", "H"],
  "coordinates": [[-2.5068, 0.0986, 1.8295], [-3.3932, 0.5726, 2.7978], [-2.9850, 1.6637, 3.6429], [-1.3722, 0.0926, 1.7743], [-3.0272, -0.5761, 1.1396], [-4.0020, -0.1980, 3.2217], [-2.8158, 2.5305, 3.1291], [-3.7888, 1.9144, 4.2171], [4.2083, -1.3228, -3.3324], [3.0260, -1.4667, -2.0137], [1.9693, 0.2607, -2.0757], [4.9671, -2.2067, -3.5701], [3.5758, -1.1280, -4.1880], [4.7368, -0.3525, -3.3490], [1.4077, 0.1176, -3.2231]],
  "lumo_energy_ev": 0.7,
  "smiles": "C=CN.CSS",
  "total_charge": 0,
  "fmax_ev_per_a": 5.0,
  "spin_multiplicity": 1,
  "e_tot_ha": -970.73517
}

---

4.
{
  "formula": "C3H9NS4",
  "method": "ωB97M-V/def2-TZVPD",
  "elements": ["C", "C", "C", "N", "S", "S", "S", "S", "H", "H", "H", "H", "H", "H", "H", "H", "H"],
  "coordinates": [[0.4678, -1.6207, 1.8552], [1.6865, -0.3673, -1.1380], [-2.0546, 1.5069, -1.2459], [0.0760, -0.4335, 1.0759], [1.6953, 0.3960, 0.6501], [-2.4212, 0.0010, -0.3290], [1.3787, 2.2680, 0.2792], [-1.3614, 0.3587, 1.3452], [0.6224, -1.6514, 2.9219], [1.4171, -1.9277, 1.5404], [-0.2618, -2.3781, 1.7342], [2.7127, -0.7679, -1.3414], [1.2352, 0.2609, -1.9327], [0.8037, -1.0242, -1.0009], [-2.9081, 1.7948, -2.0351], [-1.1926, 1.2083, -1.8163], [-1.8956, 2.3763, -0.5629]],
  "lumo_energy_ev": 0.4,
  "total_charge": 0,
  "fmax_ev_per_a": 2.9,
  "spin_multiplicity": 1,
  "e_tot_ha": -1767.11741
}

---

5.
{
  "formula": "C3H9O2",
  "method": "ωB97M-V/def2-TZVPD",
  "elements": ["C", "O", "C", "C", "H", "H", "H", "H", "H", "H", "H", "H", "H", "O"],
  "coordinates": [[-0.5736, 0.3568, 0.4594], [-1.2250, 1.5091, 0.7013], [0.9352, 0.3622, 0.7560], [1.5856, 1.4917, -0.0935], [-0.6718, -0.0249, -0.5914], [-1.0344, -0.4774, 1.0545], [1.5364, -0.5160, 0.5002], [1.1679, 0.6577, 1.7816], [2.6795, 1.4124, -0.2152], [1.4459, 2.4699, 0.3697], [1.2396, 1.6281, -1.1214], [-2.2884, -3.4619, -0.6450], [-2.4940, -2.2383, -1.4120], [-2.3029, -3.1696, -1.5442]],
  "lumo_energy_ev": 3.9,
  "total_charge": -1,
  "fmax_ev_per_a": 2.3,
  "spin_multiplicity": 1,
  "e_tot_ha": -270.15018
}

---

6.
{
  "formula": "C3H9O2",
  "method": "ωB97M-V/def2-TZVPD",
  "elements": ["C", "O", "H", "H", "H", "H", "C", "O", "C", "H", "H", "H", "H", "H"],
  "coordinates": [[2.4825, -0.8296, -0.3237], [2.0549, 0.4368, 0.0462], [2.0390, -1.6297, 0.2938], [2.3140, -1.0373, -1.3950], [3.5762, -0.8552, -0.1584], [0.8462, 0.7266, 0.0005], [-2.2109, -0.4726, 0.2275], [-1.8404, 0.6789, -0.5017], [-0.8001, 1.3888, 0.0292], [-3.0184, -0.9663, -0.3244], [-1.3572, -1.1628, 0.3271], [-2.5676, -0.1960, 1.2326], [-0.9011, 1.6214, 1.0981], [-0.6172, 2.2971, -0.5518]],
  "lumo_energy_ev": [0.9, -1.0],
  "s_squared": 0.76,
  "total_charge": 0,
  "fmax_ev_per_a": 4.4,
  "spin_multiplicity": 2,
  "e_tot_ha": -270.03150
}

---

7.
{
  "formula": "C3H9O2PS",
  "method": "ωB97M-V/def2-TZVPD",
  "elements": ["C", "P", "C", "S", "O", "H", "H", "H", "H", "H", "H", "H", "C", "O", "H", "H"],
  "coordinates": [[1.9184, 0.4089, -0.8891], [0.1501, -0.0235, -0.6441], [0.1098, 0.9455, 1.0405], [0.2796, -2.0210, -0.0648], [1.6300, -2.1474, 0.9562], [2.0292, 1.4797, -0.5800], [2.3283, 0.0371, -1.7661], [2.5115, -0.2372, -0.1199], [0.9354, 0.7307, 1.6166], [-0.7564, 0.7225, 1.5991], [-0.0750, 2.0431, 0.8167], [1.4494, -2.8910, 1.6202], [-3.1650, 0.2221, -0.9799], [-2.5204, 0.8711, -0.1890], [-2.8903, -0.9225, -0.9550], [-3.9348, 0.7819, -1.4615]],
  "lumo_energy_ev": 0.4,
  "smiles": "CP(C)SO.C=O",
  "total_charge": 0,
  "fmax_ev_per_a": 3.7,
  "spin_multiplicity": 1,
  "e_tot_ha": -1009.63574
}

---

8.
{
  "formula": "C3H9O2PS",
  "method": "ωB97M-V/def2-TZVPD",
  "elements": ["C", "C", "C", "O", "O", "P", "S", "H", "H", "H", "H", "H", "H", "H", "H", "H"],
  "coordinates": [[-1.3817, -0.3870, -2.7074], [0.1611, -1.5017, -0.7625], [0.3983, 4.7841, 1.1167], [1.0724, 2.6366, 2.5138], [-0.4452, 2.3855, 0.5046], [-1.2677, -1.8481, -1.8519], [1.0089, 3.0347, 1.1179], [-1.0047, 2.0917, 1.3198], [-0.6670, 0.4280, -2.6709], [-2.3146, -0.2896, -3.3518], [1.0412, -1.4898, -1.3734], [0.4202, -2.3563, -0.0516], [-0.1351, -0.6180, -0.0669], [0.0165, 4.9417, 2.1426], [1.3623, 5.4093, 1.0730], [-0.3830, 4.6890, 0.4624]],
  "lumo_energy_ev": 0.4,
  "total_charge": 0,
  "fmax_ev_per_a": 4.8,
  "spin_multiplicity": 1,
  "e_tot_ha": -1009.61182
}

---

9.
{
  "formula": "C3H9O3",
  "method": "ωB97M-V/def2-TZVPD",
  "elements": ["C", "C", "O", "C", "O", "H", "H", "H", "H", "H", "H", "H", "H", "H", "O"],
  "coordinates": [[-0.3474, -0.5344, -0.5074], [1.0035, -0.3640, -1.2762], [2.1154, 0.0219, -0.5248], [-0.0777, -0.8407, 1.0251], [-0.0089, 0.2976, 1.7215], [-0.9882, -1.4169, -0.8946], [-0.8849, 0.4784, -0.6158], [1.3633, -1.4002, -1.6541], [0.8752, 0.4247, -2.0972], [1.8342, 0.7413, -0.0009], [-0.9791, -1.4197, 1.5091], [0.7504, -1.3705, 1.2964], [-0.9404, 1.1249, 1.2933], [-1.8305, 2.4206, 0.0175], [-1.8849, 1.8370, 0.7081]],
  "lumo_energy_ev": 4.0,
  "total_charge": -1,
  "fmax_ev_per_a": 4.8,
  "spin_multiplicity": 1,
  "e_tot_ha": -345.37283
}

---

10.
{
  "formula": "C3H9O3P",
  "method": "ωB97M-V/def2-TZVPD",
  "elements": ["C", "C", "O", "C", "O", "P", "O", "H", "H", "H", "H", "H", "H", "H", "H", "H"],
  "coordinates": [[0.8568, -0.8962, 1.9298], [0.7061, -0.4630, 0.4048], [1.6259, 0.5767, 0.1192], [-0.5749, -0.0099, -0.1672], [-1.0638, 1.0633, 0.6253], [-0.0306, 0.6008, -1.9190], [-1.4526, 0.5415, -2.7279], [1.9187, -0.7534, 2.2152], [0.1817, -0.2770, 2.4344], [0.6830, -1.9554, 2.0733], [1.1070, -1.2783, -0.1454], [1.0119, 1.4044, 0.1652], [-1.2957, -0.7111, -0.3468], [-1.8972, 1.5313, 0.2683], [0.2844, -0.6170, -2.4033], [-2.0607, 1.2432, -2.5259]],
  "lumo_energy_ev": 0.2,
  "smiles": "C[C@H](O)[C@@H](O)PO",
  "total_charge": 0,
  "fmax_ev_per_a": 3.1,
  "spin_multiplicity": 1,
  "e_tot_ha": -686.72642
}

---

11.
{
  "formula": "C3H9O3S",
  "method": "ωB97M-V/def2-TZVPD",
  "elements": ["O", "C", "C", "C", "S", "H", "H", "H", "H", "H", "H", "H", "O", "H", "H", "O"],
  "coordinates": [[0.7124, 0.5630, -2.3180], [0.3621, -0.3115, -1.3476], [-0.1676, 0.2742, -0.0025], [1.3588, -0.3259, -0.1822], [-0.0525, -1.1812, 5.7569], [-0.0402, -1.2822, -1.6647], [-0.2768, 1.3498, 0.0026], [-0.9106, -0.2654, 0.5342], [1.5881, -1.1261, 0.4950], [2.1506, 0.3580, -0.3320], [-0.1772, -0.4371, 3.7879], [-0.8989, 0.6758, 3.6489], [-0.4197, 0.1722, 3.0729], [-0.4074, 0.5104, -3.2273], [-1.4596, 0.6937, -4.5910], [-1.3615, 0.3324, -3.6331]],
  "lumo_energy_ev": -1.4,
  "total_charge": -1,
  "fmax_ev_per_a": 4.4,
  "spin_multiplicity": 1,
  "e_tot_ha": -743.41097
}

---

12.
{
  "formula": "C3H9O4",
  "method": "ωB97M-V/def2-TZVPD",
  "elements": ["O", "C", "O", "C", "C", "H", "H", "H", "H", "H", "H", "H", "O", "H", "H", "O"],
  "coordinates": [[-1.1998, 0.9362, -0.4707], [-0.0446, 0.5265, -0.1844], [0.3558, -0.0340, 0.8293], [1.2028, 0.9992, -1.1765], [2.1682, 2.1283, -0.5866], [1.7322, 0.0216, -1.3319], [0.7520, 1.3125, -2.1504], [1.4540, 2.9933, -0.5010], [2.5641, 1.7241, 0.4477], [2.8412, 2.4992, -1.2826], [-1.7310, -0.9202, 0.3755], [-2.6829, -0.9421, -0.7194], [-2.4165, -1.4862, -0.1045], [0.0453, -1.5416, 1.0172], [0.6193, -2.4631, 2.3010], [0.0664, -2.4920, 1.4371]],
  "lumo_energy_ev": 4.0,
  "total_charge": -1,
  "fmax_ev_per_a": 7.8,
  "spin_multiplicity": 1,
  "e_tot_ha": -420.70327
}

---

13.
{
  "formula": "C3H9O6PSi",
  "method": "ωB97M-V/def2-TZVPD",
  "elements": ["C", "C", "C", "Si", "O", "O", "O", "P", "O", "O", "O", "H", "H", "H", "H", "H", "H", "H", "H", "H"],
  "coordinates": [[2.3066, -0.5333, -0.4134], [1.4652, 0.1605, 0.6859], [-0.0288, -0.0592, 0.5383], [-1.2111, 1.3613, -0.2019], [-1.6064, 1.5446, -1.6526], [-2.6296, 1.0716, 0.7146], [-0.5552, 2.7829, 0.4081], [-0.6446, -1.6628, -0.0946], [0.4485, -2.6486, 0.0796], [-2.0234, -1.7773, 0.5209], [-0.8276, -1.5212, -1.7559], [1.9451, -1.4480, -0.7656], [3.2752, -0.8619, 0.0706], [2.6066, 0.1034, -1.1321], [1.5979, 1.3366, 0.5760], [1.8508, -0.1527, 1.6335], [-0.4168, -0.1454, 1.5705], [-2.6925, 0.1842, 1.0003], [-1.2258, 3.3752, 0.0994], [-1.6339, -1.1098, -1.8817]],
  "lumo_energy_ev": 6.4,
  "smiles": "CC[C@@H]([Si]([O-])(O)O)[P@@](=O)([O-])O",
  "total_charge": -2,
  "fmax_ev_per_a": 4.3,
  "spin_multiplicity": 1,
  "e_tot_ha": -1202.23814
}

---

14.
{
  "formula": "C3H9OP",
  "method": "ωB97M-V/def2-TZVPD",
  "elements": ["C", "C", "C", "O", "P", "H", "H", "H", "H", "H", "H", "H", "H", "H"],
  "coordinates": [[-1.2157, -0.0961, -1.3535], [0.0438, -1.5990, 0.9340], [0.0517, 1.4968, 0.6657], [1.9764, 0.0414, -0.8730], [-0.0825, -0.0432, -0.1454], [-1.7177, 0.9118, -1.3266], [-1.4079, -0.8208, -2.2055], [0.1545, -1.3322, 1.9355], [-0.8092, -2.2750, 0.8319], [0.9221, -2.1103, 0.5536], [-0.2436, 1.4678, 1.7326], [1.0937, 1.6006, 0.7394], [-0.4716, 2.3173, 0.1631], [1.7060, 0.4409, -1.6518]],
  "lumo_energy_ev": [0.8, -1.7],
  "s_squared": 2.01,
  "total_charge": 0,
  "fmax_ev_per_a": 5.3,
  "spin_multiplicity": 3,
  "e_tot_ha": -536.08270
}

---

15.
{
  "formula": "C3H9OPS",
  "method": "ωB97M-V/def2-TZVPD",
  "elements": ["C", "C", "C", "O", "P", "S", "H", "H", "H", "H", "H", "H", "H", "H", "H"],
  "coordinates": [[1.7982, -0.4778, -0.7733], [-0.5562, -0.1102, 1.8439], [0.3899, -0.0438, -1.0855], [-2.4158, 1.7017, -1.1448], [-1.0216, -0.5585, 0.1542], [-2.1542, -2.0764, 0.1318], [2.2793, -0.2948, 0.1666], [2.2133, -1.4657, -1.0848], [2.3737, 0.1593, -1.4143], [-1.1926, -0.7456, 2.5013], [0.5401, -0.2441, 1.9145], [-0.5796, 0.9932, 2.1382], [0.1102, -0.3248, -2.0731], [0.2284, 1.0868, -1.2522], [-3.1514, 1.6844, -0.5486]],
  "lumo_energy_ev": [-1.6, -1.6],
  "total_charge": 0,
  "fmax_ev_per_a": 2.8,
  "spin_multiplicity": 1,
  "e_tot_ha": -934.35292
}

---

16.
{
  "formula": "C3H9OPSi",
  "method": "ωB97M-V/def2-TZVPD",
  "elements": ["C", "Si", "C", "C", "P", "O", "H", "H", "H", "H", "H", "H", "H", "H", "H"],
  "coordinates": [[0.3533, 1.7171, -1.0267], [-0.0812, 0.0874, -0.0609], [0.6563, -1.4549, -0.9518], [0.1063, 0.0702, 1.8172], [-2.3628, -0.3229, -0.4382], [-2.9649, -0.8738, 1.0401], [-0.0396, 1.4442, -1.9195], [0.0996, 2.6485, -0.5717], [1.5221, 1.8640, -0.9497], [0.3339, -1.6160, -2.0544], [1.6936, -1.4525, -1.0068], [0.2649, -2.2706, -0.3426], [1.1985, 0.0832, 2.0481], [-0.4115, 0.9291, 2.2744], [-0.3686, -0.8530, 2.1425]],
  "lumo_energy_ev": -1.3,
  "smiles": "C[Si](C)(C)P=O",
  "total_charge": 0,
  "fmax_ev_per_a": 6.5,
  "spin_multiplicity": 1,
  "e_tot_ha": -825.73596
}

---

17.
{
  "formula": "C3H9OS",
  "method": "ωB97M-V/def2-TZVPD",
  "elements": ["C", "O", "H", "H", "H", "C", "S", "C", "H", "H", "H", "H", "H", "H"],
  "coordinates": [[-0.1942, -2.4192, 0.1242], [0.9456, -1.8313, 0.7139], [-0.1590, -2.4532, -0.9977], [-1.0582, -1.8965, 0.4577], [-0.2584, -3.4444, 0.4664], [-1.4079, 1.1114, 0.6141], [-0.2202, 1.3907, -0.7917], [1.2315, 0.6734, -0.0835], [-0.8802, 0.6478, 1.4941], [-1.8170, 2.0941, 0.9160], [-2.1788, 0.3968, 0.3279], [1.9245, 0.2727, -0.8037], [0.8940, -0.6666, 0.4332], [1.7162, 1.2543, 0.7334]],
  "lumo_energy_ev": 3.8,
  "total_charge": -1,
  "fmax_ev_per_a": 1.9,
  "spin_multiplicity": 1,
  "e_tot_ha": -593.06903
}

---

18.
{
  "formula": "C3H9PS3",
  "method": "ωB97M-V/def2-TZVPD",
  "elements": ["C", "C", "P", "S", "S", "S", "C", "H", "H", "H", "H", "H", "H", "H", "H", "H"],
  "coordinates": [[-2.6749, -0.0574, -0.7913], [-1.2821, 0.4841, -1.0000], [0.0723, -0.1745, 0.1776], [0.0376, -2.0798, 0.5534], [-0.1675, 1.0179, 1.9844], [2.0700, 0.7156, -0.5930], [3.3416, -0.1746, 0.3487], [-2.6134, -1.1886, -1.0439], [-2.9830, 0.1189, 0.3613], [-3.2982, 0.5292, -1.5143], [-1.3093, 1.5941, -0.9657], [-1.0533, 0.1763, -2.1097], [-0.8279, 0.1242, 2.7610], [2.7089, -0.7742, 1.1235], [3.8964, 0.4537, 0.9171], [4.0829, -0.7648, -0.2091]],
  "lumo_energy_ev": 0.1,
  "smiles": "CC[P@](=S)(S)SC",
  "total_charge": 0,
  "fmax_ev_per_a": 4.0,
  "spin_multiplicity": 1,
  "e_tot_ha": -1655.61872
}

---

19.
{
  "formula": "C3H9PS3",
  "method": "ωB97M-V/def2-TZVPD",
  "elements": ["C", "C", "S", "C", "P", "S", "H", "H", "H", "H", "H", "H", "H", "S", "H", "H"],
  "coordinates": [[-0.5800, 1.4603, 1.6001], [-0.5856, 0.8162, 0.2305], [0.7643, 1.6185, -0.7661], [-0.4939, -0.6420, 0.2783], [-1.5312, -1.5159, -1.0772], [0.1142, -1.4086, 1.5342], [-1.3367, 0.8846, 2.1874], [0.4626, 1.4919, 2.1333], [-0.8244, 2.5494, 1.3631], [-1.5153, 1.1031, -0.3483], [1.6407, 1.5671, 0.2552], [-0.9677, -0.6699, -2.0996], [-0.5248, -2.3926, -1.5137], [2.1050, -1.7833, -1.8273], [1.7402, -2.4698, -0.6381], [1.5327, -0.6091, -1.3121]],
  "lumo_energy_ev": -0.8,
  "smiles": "C[C@@H](S)C(P)=S.S",
  "total_charge": 0,
  "fmax_ev_per_a": 2.3,
  "spin_multiplicity": 1,
  "e_tot_ha": -1655.53831
}

---

20.
{
  "formula": "C3H9S",
  "method": "ωB97M-V/def2-TZVPD",
  "elements": ["C", "C", "H", "H", "H", "H", "H", "H", "C", "S", "H", "H", "H"],
  "coordinates": [[-0.8596, 0.8276, 0.0639], [-1.5227, 1.1826, -1.2835], [-0.0287, 0.1377, -0.1291], [-1.4872, 0.1898, 0.6860], [-0.4988, 1.7012, 0.6031], [-1.9639, 0.2648, -1.6708], [-2.2359, 1.9790, -1.0735], [-0.8146, 1.4987, -2.0483], [1.9395, -1.5158, 1.0359], [1.1305, -2.3854, -0.2968], [1.3918, -1.5988, 1.9863], [2.9505, -1.8327, 1.3374], [1.9991, -0.4486, 0.7894]],
  "lumo_energy_ev": 4.1,
  "total_charge": -1,
  "fmax_ev_per_a": 1.3,
  "spin_multiplicity": 1,
  "e_tot_ha": -517.89065
}